C6H15N3O2 | the ωB97M-V functional and the def2-TZVPD basis

Properties
- SMILES string = [H]/N=C(\N)NCC.CCC(=O)O
- net charge = 0
- Kohn-Sham gap (eV) = 9.8
- LUMO level (eV) = 0.54
- E_tot (Eh) = -552.3224

```
26
Properties=species:S:1:pos:R:3:forces:R:3
H 1.1787 0.2837 -1.9419 -0.743 0.583 0.826
N 0.6574 0.8233 -1.2061 0.905 -0.174 -1.466
C 1.1255 2.0329 -1.2156 0.306 -0.809 1.036
N 2.1971 2.4435 -2.0673 -1.863 0.119 0.322
N 0.6502 2.9241 -0.3016 -0.159 1.102 -0.935
C -0.5119 2.7588 0.5680 1.639 -4.390 1.277
C 0.1157 2.5264 2.0137 0.290 0.872 -1.030
H 3.0561 2.7092 -1.6226 0.160 -0.066 0.085
H 2.2547 1.7468 -2.7923 0.701 0.135 -0.051
H 1.0029 3.8691 -0.3224 0.120 -0.182 -0.337
H -1.0185 1.7390 0.2889 0.768 2.174 0.238
H -1.2130 3.5332 0.5349 -0.784 1.365 -0.348
H 0.4274 1.4990 2.0203 -0.295 -0.724 0.448
H -0.5212 2.8128 2.8614 0.205 -0.282 -0.288
H 1.1147 3.0245 2.0620 -0.997 0.264 0.147
C -0.9979 -4.1799 1.7012 2.305 1.333 -1.273
C -0.8430 -2.6568 1.3337 2.629 0.327 2.744
C -0.8655 -2.3108 -0.0820 -5.207 0.091 -1.142
O -2.0139 -2.4766 -0.5385 2.553 0.302 -0.713
O 0.1338 -1.8338 -0.8057 0.797 -0.155 -0.359
H -0.0384 -4.5697 2.0543 -0.063 0.413 0.705
H -1.0382 -4.7875 0.8100 -1.376 -0.124 -0.252
H -1.7272 -4.2265 2.4532 -1.171 -0.886 0.579
H -1.5332 -2.0072 1.9200 -0.002 -0.656 -0.849
H 0.1317 -2.3081 1.7125 0.033 -0.285 0.226
H 0.5196 -0.9419 -0.6113 -0.750 -0.346 0.410
```
Positions in Å, forces in eV/Å.

Löwdin population analysis, charges in e, atoms 1 to 4:
1. H 0.071
2. N 0.080
3. C -0.512
4. N 0.108

=====

C3H8N2O | the ωB97M-V functional and the def2-TZVPD basis

Properties
- SMILES string = [H]/N=C\OC.C=N
- net charge = 0
- Kohn-Sham gap (eV) = 11.0
- LUMO level (eV) = 0.98
- E_tot (Eh) = -303.7822

```
14
Properties=species:S:1:pos:R:3:forces:R:3
H 0.5579 0.6564 2.5004 0.166 -0.086 0.018
N 1.3843 0.5806 1.8995 -0.346 -0.025 -1.790
C 1.0532 -0.0362 0.8337 -0.989 -2.025 2.252
O -0.2181 -0.6636 0.7534 1.327 0.777 -0.077
C -0.3117 -1.7509 -0.1665 0.182 0.112 -0.299
H 1.7691 -0.3986 0.0849 -0.209 0.607 -0.026
H -1.3398 -2.1221 -0.1637 0.187 0.233 0.129
H -0.0659 -1.4168 -1.1805 -0.076 -0.052 0.056
H 0.3605 -2.5656 0.1192 -0.044 0.067 0.036
C -0.8934 1.6362 -0.6316 1.873 -0.009 -0.142
N -0.6995 1.2475 -1.8361 -0.502 0.475 0.909
H -1.9017 1.7278 -0.2053 0.328 -0.105 -0.295
H 0.0056 1.8623 0.0582 -1.708 0.043 -0.939
H 0.2993 1.2431 -2.0655 -0.189 -0.012 0.167
```
Positions in Å, forces in eV/Å.

Löwdin population analysis, charges in e, atoms 1 to 4:
1. H 0.064
2. N 0.107
3. C -0.316
4. O -0.186

=====

C38H41GeIrN2O6Se2 | the ωB97M-V functional and the def2-TZVPD basis

Properties
- net charge = +1
- Kohn-Sham gap (spin up / spin down) (eV) = 5.7 / 6.1
- LUMO level (spin up / spin down) (eV) = -4.89 / -4.48
- spin multiplicity = 2
- <S²> = 0.82
- E_tot (Eh) = -9017.4340

```
91
Properties=species:S:1:pos:R:3:forces:R:3
Ir -0.4948 -0.3944 -2.2317 -2.915 -0.068 -1.920
O 6.1322 2.0646 -3.0012 -0.021 0.166 0.028
C 5.9677 0.6709 -3.0913 0.262 -0.365 -0.062
C 4.5051 0.3355 -3.0271 -0.148 -0.048 0.105
C 4.0531 -0.9768 -2.9036 -0.054 0.369 -0.087
C 2.6912 -1.2057 -2.8150 0.261 -0.489 -0.003
N 1.7934 -0.2348 -2.8589 -0.858 0.183 0.669
C 2.2075 1.0291 -3.0104 0.524 -0.193 0.080
C 3.5578 1.3473 -3.0882 -0.249 -0.113 -0.021
C 1.1579 2.0514 -3.1046 0.255 0.480 0.118
C 1.4237 3.4052 -2.9324 -0.227 -0.340 -0.141
C 0.3865 4.3257 -3.0034 -0.141 -0.084 -0.101
C 0.6752 5.7926 -2.8011 -0.180 0.123 0.223
O 1.6993 6.2583 -3.6436 0.273 0.000 -0.174
C -0.8877 3.8466 -3.2730 0.427 -0.111 -0.083
C -1.0701 2.4860 -3.4350 -0.784 0.164 -0.189
N -0.0841 1.6066 -3.3452 -0.040 -1.658 1.271
H 7.0702 2.2794 -3.0015 -0.041 -0.032 -0.023
H 6.4884 0.1533 -2.2696 -0.122 0.047 -0.181
H 6.3695 0.2865 -4.0433 -0.050 0.004 0.189
H 4.7428 -1.8054 -2.8721 0.045 -0.109 0.048
H 2.2982 -2.2083 -2.7101 -0.013 -0.028 0.041
H 3.8906 2.3655 -3.2015 -0.016 0.048 -0.045
H 2.4173 3.7553 -2.7080 0.152 -0.036 -0.035
H 1.0537 5.9390 -1.7837 -0.185 0.013 -0.065
H -0.2453 6.3767 -2.9213 0.091 -0.077 0.101
H 1.3679 6.3690 -4.5407 -0.034 -0.020 0.012
H -1.7322 4.5119 -3.3336 -0.150 0.061 -0.079
H -2.0561 2.0901 -3.6423 0.049 -0.077 0.102
O -1.5401 -2.3249 -1.0114 1.373 0.954 -0.358
C -2.7557 -3.0265 -1.2495 -0.860 -0.293 -0.502
C -3.0874 -3.1270 -2.7490 -0.086 0.014 0.168
C -4.1410 -4.2586 -2.9352 0.273 0.073 0.580
O -4.4975 -4.4452 -4.2733 -0.258 0.079 -0.528
C -3.7398 -1.8500 -3.2948 0.487 0.268 -0.237
Se -3.1123 -0.1276 -2.5704 1.749 -0.452 0.269
C -1.8733 -3.5744 -3.5615 0.375 0.009 0.395
Se -0.5290 -2.2417 -4.0906 0.066 1.564 0.969
H -1.4958 -2.0568 -0.0824 -0.028 0.128 0.181
H -3.5860 -2.5359 -0.7275 0.213 -0.018 -0.081
H -2.6453 -4.0401 -0.8406 0.091 0.137 -0.030
H -5.0147 -4.0468 -2.3070 0.030 -0.043 0.025
H -3.7076 -5.2093 -2.6187 -0.012 0.025 0.125
H -5.1220 -3.7696 -4.5649 0.071 -0.113 0.110
H -4.8062 -1.8555 -3.0537 0.020 0.143 0.082
H -3.6297 -1.8138 -4.3826 -0.008 0.027 0.158
H -2.2284 -4.0264 -4.4946 0.193 0.299 0.025
H -1.3340 -4.3417 -2.9993 -0.081 0.053 -0.043
O -0.9827 1.4819 -0.7787 -0.249 -0.446 -1.102
C -0.0079 1.1644 -0.0689 0.479 0.818 0.696
O 0.4504 -0.0107 -0.0609 0.203 -0.637 -0.963
C 0.6396 2.2027 0.8196 -0.124 -0.171 -0.235
C 0.1097 2.0404 2.2355 0.114 -0.556 0.074
Ge 0.0152 0.1712 2.9641 -0.365 0.332 1.407
C -1.6075 -0.8437 2.3918 0.806 0.352 -0.051
C -2.5900 -0.2552 1.6049 0.087 0.050 -0.125
C -3.7869 -0.9083 1.3560 -0.215 -0.004 0.037
C -4.0220 -2.1602 1.9033 -0.075 0.042 -0.037
C -3.0479 -2.7615 2.6830 -0.048 -0.125 0.068
C -1.8559 -2.1027 2.9282 0.163 -0.059 0.055
C -0.5211 0.6639 4.8443 0.419 -0.497 -1.240
C -1.7200 1.3418 5.0031 -0.056 0.122 0.099
C -2.0754 1.8520 6.2393 -0.151 -0.001 -0.058
C -1.2372 1.6575 7.3245 -0.021 0.072 0.215
C -0.0486 0.9646 7.1760 0.102 -0.104 0.104
C 0.3081 0.4641 5.9332 0.080 0.085 0.104
C 1.7408 -0.8014 3.1082 -0.769 0.373 -0.239
C 2.9175 -0.2354 2.6384 -0.100 0.094 -0.099
C 4.1292 -0.8824 2.8001 0.171 -0.015 0.007
C 4.1821 -2.1069 3.4446 0.033 0.005 -0.024
C 3.0176 -2.6746 3.9320 0.075 -0.151 0.066
C 1.8095 -2.0231 3.7680 -0.217 0.034 -0.012
H 0.4154 3.2031 0.4372 0.070 -0.133 -0.058
H 1.7163 2.0287 0.7867 -0.015 0.066 -0.007
H -0.8978 2.4558 2.2998 -0.051 -0.100 0.070
H 0.7224 2.6190 2.9288 -0.031 -0.131 0.098
H -2.4276 0.7223 1.1779 -0.030 0.144 -0.098
H -4.5426 -0.4285 0.7490 -0.039 0.029 -0.038
H -4.9653 -2.6607 1.7377 -0.075 -0.036 -0.042
H -3.2262 -3.7327 3.1230 -0.015 -0.054 0.019
H -1.1211 -2.5648 3.5711 0.024 -0.105 0.037
H -2.3776 1.4854 4.1552 -0.106 0.030 -0.064
H -3.0026 2.3985 6.3502 -0.028 -0.004 0.066
H -1.5145 2.0463 8.2925 -0.017 0.059 0.101
H 0.6093 0.8128 8.0219 -0.040 0.018 0.056
H 1.2430 -0.0663 5.8116 0.094 -0.027 0.026
H 2.8876 0.7243 2.1449 0.062 0.117 -0.091
H 5.0370 -0.4296 2.4300 0.090 0.060 -0.030
H 5.1271 -2.6115 3.5756 0.093 -0.048 0.011
H 3.0524 -3.6239 4.4467 0.001 -0.063 0.044
H 0.9113 -2.4644 4.1742 -0.044 -0.100 0.070
```
Positions in Å, forces in eV/Å.

Löwdin population analysis, charges in e, atoms 1 to 4:
1. Ir 1.073
2. O -0.048
3. C -0.203
4. C -0.151

=====

C7H15N | the ωB97M-V functional and the def2-TZVPD basis

Properties
- SMILES string = C=CCC.C=CCN
- net charge = 0
- Kohn-Sham gap (eV) = 10.4
- LUMO level (eV) = 1.06
- E_tot (Eh) = -330.4016

```
23
Properties=species:S:1:pos:R:3:forces:R:3
C -2.6450 0.7860 -1.4095 -0.099 -0.465 0.489
C -2.0111 0.3106 -0.3422 0.236 0.490 -0.316
C -2.5382 -0.6970 0.6161 -0.019 -0.787 -0.160
C -1.5461 -1.8726 0.8028 -0.257 0.696 -0.066
H -2.1928 1.4877 -2.0934 0.007 0.065 0.002
H -3.6546 0.4378 -1.5984 -0.028 0.118 -0.228
H -0.9998 0.6561 -0.1462 0.067 0.019 -0.029
H -2.7189 -0.2489 1.5950 -0.087 0.066 -0.001
H -3.4858 -1.0971 0.2449 -0.059 0.174 0.053
H -0.7581 -1.5286 1.4739 0.130 -0.348 0.029
H -2.0616 -2.7396 1.2067 0.121 -0.051 0.241
H -1.0964 -2.1619 -0.1461 -0.005 0.008 -0.053
C 1.7015 1.5050 1.3386 0.114 0.027 0.010
C 2.6814 0.8019 0.7834 -0.276 0.536 0.085
C 2.4538 -0.1823 -0.3211 0.116 -0.213 -0.365
N 2.3473 0.4960 -1.6221 -0.188 0.112 0.074
H 1.8864 2.2333 2.1181 0.102 0.023 -0.046
H 0.6719 1.4178 1.0165 -0.037 -0.214 0.031
H 3.6987 1.0344 1.0802 0.089 -0.249 0.036
H 3.2544 -0.9308 -0.3330 0.008 -0.018 0.197
H 1.5186 -0.7163 -0.1447 -0.042 0.005 0.011
H 2.4070 -0.1677 -2.3848 0.047 0.029 0.038
H 3.0873 1.1763 -1.7347 0.061 -0.024 -0.031
```
Positions in Å, forces in eV/Å.

Löwdin population analysis, charges in e, atoms 1 to 4:
1. C 0.004
2. C -0.215
3. C -0.267
4. C -0.107